No. 1
C18H32N2O6 | ωB97M-V with the def2-TZVPD basis set

```
! RIJCOSX wB97M-V def2-TZVPD def2/J DEFGRID3
* xyz 0 1
C -0.27106 -6.15058 5.08579
C -1.33603 -6.42818 4.05483
O -1.51366 -5.22170 3.28064
C -2.42527 -5.29213 2.30008
O -3.08084 -6.26841 2.06250
C -2.58372 -3.98907 1.55105
N -1.58145 -3.00541 1.88014
C -1.19096 -2.06799 0.98057
O -1.69721 -1.99605 -0.12975
C -0.08915 -1.13408 1.44717
C -0.59063 0.31232 1.62415
C -1.42877 0.94672 0.51118
C -0.84901 0.84666 -0.90827
N 0.59782 0.65095 -0.95597
C 1.50044 1.62572 -0.69302
O 2.65774 1.38141 -0.37526
C 1.04933 3.08491 -0.79568
O 2.05181 3.91378 -0.27046
C 0.78621 3.45279 -2.27070
O 0.08302 4.67877 -2.38056
C -1.30376 4.56330 -2.17960
C 2.06579 3.53641 -3.11287
C 2.73019 4.91147 -3.06799
C 1.74947 3.15668 -4.55912
C 1.05139 -0.73534 -0.86637
C 1.16577 -1.24641 0.56573
H -0.10686 -7.04204 5.69091
H 0.67157 -5.88227 4.60935
H -0.57124 -5.33887 5.74815
H -1.05470 -7.23313 3.37644
H -2.29203 -6.69081 4.50734
H -2.54470 -4.19982 0.48350
H -3.59577 -3.62892 1.75813
H -1.12800 -3.06670 2.77450
H 0.22348 -1.46298 2.44320
H -1.18348 0.36055 2.54132
H 0.29425 0.92917 1.80807
H -2.42590 0.50378 0.49309
H -1.56400 1.99734 0.78435
H -1.28710 -0.01250 -1.40926
H -1.12845 1.72887 -1.48063
H 0.12057 3.21077 -0.22732
H 2.60434 3.35602 0.29525
H 0.16362 2.65672 -2.70136
H -1.73624 5.55087 -2.32506
H -1.75185 3.86769 -2.90025
H -1.55412 4.22544 -1.16658
H 2.76407 2.80121 -2.70105
H 2.07794 5.66287 -3.51377
H 2.95903 5.21518 -2.05031
H 3.65741 4.88345 -3.64358
H 1.00298 3.83874 -4.97379
H 2.64289 3.22260 -5.18169
H 1.36108 2.13852 -4.63338
H 0.35144 -1.34179 -1.43829
H 2.03301 -0.79724 -1.33397
H 1.96287 -0.68755 1.06016
H 1.48643 -2.29170 0.52830
*
```

Summary:
* max |F|: 0.36 eV/Å
* relative energy (zero: lowest compared OMol25 entry of this formula, charge and spin): 2.3 kcal per mole
* SMILES: CCOC(=O)CNC(=O)[C@@H]1CCCN(C(=O)[C@@H](O)[C@@H](OC)C(C)C)CC1
* orbital gap: 9.657 eV
* highest occupied orbital energy: -9.3 eV



No. 2
C18H18N2O3S2 | ωB97M-V with the def2-TZVPD basis set

```
! RIJCOSX wB97M-V def2-TZVPD def2/J DEFGRID3
* xyz 0 1
O 0.07609 1.65487 0.21797
O 2.37297 2.91928 -4.38934
O -2.28136 -4.72850 4.02888
S 1.43753 -1.68383 -1.50504
S -0.98596 -0.10998 -1.99345
C 0.70271 1.80018 -0.84197
C 1.90954 2.52222 -3.35069
C -2.49704 -3.54341 3.69344
C -0.11168 -1.33258 -1.03405
C 0.26908 1.12657 -2.08530
C 0.83995 1.50284 -3.32871
C 2.95455 4.69264 0.19384
C 3.63973 4.95699 -1.00084
C 2.05343 3.57371 0.26683
C 3.40524 4.16945 -2.14111
C 1.75786 2.84949 -0.89474
C 2.39307 3.15205 -2.12086
N -1.87560 -3.03394 2.54820
N -0.68842 -1.95581 0.07818
C -3.35581 -2.70010 4.61198
C 0.36587 0.90635 -4.64270
C -0.97836 -3.86769 1.70203
C -2.14501 -1.66877 2.12573
C -0.01364 -2.97725 0.88255
C -2.03580 -1.54167 0.58207
H 3.12791 5.22906 1.09951
H 4.38313 5.76426 -1.02777
H 1.53088 3.33739 1.19701
H 3.90923 4.40113 -3.09051
H -3.66789 -3.29810 5.46674
H -2.76664 -1.83182 4.95841
H -4.25161 -2.38242 4.07876
H 0.99818 0.02892 -4.86810
H -0.67384 0.55243 -4.57717
H 0.54924 1.61966 -5.45517
H -1.59291 -4.46455 1.03039
H -0.40887 -4.54347 2.34914
H -3.16950 -1.40337 2.37850
H -1.45248 -0.95196 2.60752
H 0.59034 -3.64837 0.23054
H 0.72611 -2.51177 1.55052
H -2.82563 -2.09241 0.09476
H -2.21459 -0.48774 0.37405
*
```

Summary:
* max |F|: 3.76 eV/Å
* relative energy (zero: lowest compared OMol25 entry of this formula, charge and spin): 9.1 kcal per mole
* SMILES: CC(=O)N1CCN(C(=S)SC2=C(C)C(=O)c3ccccc3C2=O)CC1
* orbital gap: 6.887 eV
* highest occupied orbital energy: -8.4 eV



No. 3
C17H25F3IrN6O8 | ωB97M-V with the def2-TZVPD basis set

```
! RIJCOSX wB97M-V def2-TZVPD def2/J DEFGRID3
* xyz 2 2
Ir -0.07648 -0.32194 0.66259
N 0.84970 1.45828 1.82822
C 0.48304 2.77296 1.48905
C 0.80863 3.37200 0.16670
C 1.74970 4.60284 0.30049
C 2.70091 4.77264 -0.87476
N 1.97735 5.11158 -2.10772
C 2.50567 5.07312 -3.33391
N 1.85195 5.63287 -4.34986
N 3.66996 4.47499 -3.55334
C -2.27932 2.33909 0.96952
O -2.67859 3.30643 1.44022
O -1.91226 1.34658 0.46175
H 0.68338 1.27877 2.81436
H 1.83419 1.26292 1.62308
H 0.10463 3.39782 2.28842
H -0.11850 3.69743 -0.31915
H 1.25264 2.62186 -0.48796
H 2.37112 4.48514 1.18920
H 1.15998 5.51122 0.44167
H 3.25037 3.84598 -1.02218
H 3.41367 5.56716 -0.64245
H 1.14380 5.66634 -1.98910
H 0.98737 6.12828 -4.21504
H 2.20195 5.58339 -5.29194
H 4.17927 4.03602 -2.80674
H 4.05693 4.40623 -4.47962
C -4.94178 -0.16118 -0.93666
C -4.71383 -1.33215 -1.88904
C -3.70860 -2.40380 -1.41096
C -3.64602 -3.59390 -2.36969
C -2.53068 -4.58697 -2.05377
C -4.13246 -2.86532 -0.01750
O -5.03487 -3.62453 0.16666
N -3.47113 -2.27338 1.08726
C -2.35697 -1.54482 0.96288
O -1.76015 -1.00763 1.94132
N -1.78773 -1.35431 -0.19746
C -2.31021 -1.71247 -1.43867
O -1.77884 -1.47796 -2.48440
H -5.59378 0.57101 -1.41004
H -4.00390 0.34361 -0.68772
H -5.42637 -0.48230 -0.01291
H -4.38098 -0.96868 -2.86107
H -5.66442 -1.84531 -2.04915
H -3.55511 -3.22837 -3.39129
H -4.60540 -4.10868 -2.29583
H -1.54786 -4.13840 -2.21330
H -2.59550 -5.45075 -2.71202
H -2.59289 -4.93840 -1.02018
H -3.82104 -2.47373 2.01689
O 1.44780 -2.78961 1.39929
C 0.75407 -1.93448 1.19616
F 4.10329 -0.30754 -2.08155
C 3.07643 0.51216 -2.09376
F 2.57474 0.59631 -3.31736
F 3.53310 1.76242 -1.77256
C 2.01227 0.14061 -1.04498
O 0.80567 0.42082 -1.29732
O 2.38456 -0.32224 0.03370
*
```

Summary:
* max |F|: 4.89 eV/Å
* relative energy (zero: lowest compared OMol25 entry of this formula, charge and spin): 56.2 kcal per mole
* orbital gap (alpha / beta): 6.665 / 7.538 eV
* highest occupied orbital energy (alpha / beta): -14.1 / -14.9 eV



No. 4
C26H26B2CoF4N4O4P | ωB97M-V with the def2-TZVPD basis set

```
! RIJCOSX wB97M-V def2-TZVPD def2/J DEFGRID3
* xyz 2 1
Co -1.12518 0.67048 -0.54123
C 2.65091 1.10245 -2.61477
C 1.53487 0.44314 -1.85864
N 0.61947 1.14116 -1.25174
O 0.82532 2.42484 -1.34599
B 0.01408 3.36827 -0.47154
F 0.67432 4.52959 -0.38882
F -0.18581 2.70976 0.77297
O -1.33099 3.53638 -1.09186
N -2.00967 2.41208 -0.87991
C -3.27782 2.48358 -0.77447
C -4.06850 3.73945 -0.89455
C -3.87637 1.16922 -0.44468
N -3.01223 0.28031 -0.12351
O -3.58702 -0.95421 0.04298
B -3.11757 -1.80663 1.01473
F -2.15709 -1.41921 1.85054
F -3.58301 -3.02916 1.05562
O -1.12542 -2.47011 -0.49133
N 0.63161 -1.65064 -1.18763
C 1.54515 -1.02303 -1.80290
C 2.65398 -1.81775 -2.39588
C -5.33808 0.90853 -0.49501
H 2.68226 2.16535 -2.43282
H 2.50151 0.94207 -3.68759
H 3.61482 0.66634 -2.34983
H -3.40614 4.59644 -0.84154
H -4.81452 3.80381 -0.10288
H -4.58963 3.77269 -1.85478
H 2.51212 -2.87968 -2.20671
H 3.61925 -1.51188 -1.98786
H 2.69792 -1.65681 -3.47638
H -5.89529 1.80120 -0.75865
H -5.69113 0.52425 0.46315
H -5.53836 0.12368 -1.22851
C 3.97106 2.90505 2.05372
C 3.99743 1.87452 1.12803
C 2.94123 0.97746 1.06076
C 1.85947 1.10852 1.93453
C 1.84656 2.13265 2.87712
C 2.90789 3.02168 2.93546
P 0.33565 0.16073 1.85308
C 0.80068 -1.34106 2.62109
C 2.06863 -1.92598 2.37353
C 2.38601 -3.13392 2.95319
C 1.47387 -3.75599 3.80846
C 0.24128 -3.17041 4.09286
C -0.11110 -1.97947 3.49171
C -0.66996 -1.17903 -0.87917
C -0.03488 -3.01032 -1.28543
C -0.46446 -3.26873 -2.71411
C -1.16017 -2.40989 -3.47154
C -1.62366 -1.03182 -3.13744
C -1.34573 -0.50877 -1.95815
H 4.78162 3.62206 2.08494
H 4.84030 1.77301 0.45550
H 2.96584 0.17846 0.32836
H 1.00631 2.24844 3.55513
H 2.88895 3.82643 3.65936
H 2.79511 -1.42927 1.74692
H 3.35262 -3.58399 2.76548
H 1.73229 -4.70411 4.26383
H -0.44879 -3.65209 4.77303
H -1.07052 -1.53062 3.70844
H 0.46892 -3.83819 -0.79794
H -0.19221 -4.23600 -3.11973
H -1.41623 -2.73889 -4.47276
H -2.17176 -0.49645 -3.90624
*
```

Summary:
* max |F|: 1.49 eV/Å
* relative energy (zero: lowest compared OMol25 entry of this formula, charge and spin): 23.1 kcal per mole
* orbital gap (alpha / beta): 6.176 / 6.177 eV
* highest occupied orbital energy (alpha / beta): -14.7 / -14.7 eV



Energy readings, ordered: -1266.07355 -1828.30408 -1996.71898 -3699.13545 a.u.